No. 1
This record from OMol25 describes C8H16IO16S4Ti as an isolated structure at a distorted geometry. The level of theory is ωB97M-V with the def2-TZVPD basis set.

Values from the calculation:
<S²>: 3.7521
Relative energy (zero: lowest compared OMol25 entry of this formula, charge and spin): 0.0000 eV
HOMO level (spin up / spin down): -0.150 / -0.238 Eh
DFT total energy: -115866.7878 eV
Frontier orbital gap (spin up / spin down): 4.255 / 6.634 eV
Molecular weight: 671.239 Da
2S+1: 4

Geometry as XYZ:
```
46
Properties=species:S:1:pos:R:3:forces:R:3:nbo_charge:R:1
Ti 1.0721 -0.5252 -0.3645 0.150 -0.578 0.067 0.6323
I 3.1365 -2.4304 -1.0923 -0.329 0.319 0.130 -0.7674
C 0.4392 -1.1881 5.5033 0.818 -0.192 0.085 -0.0979
C -0.6175 -1.9518 4.7182 -0.441 0.345 0.162 -0.0986
O 0.0596 -2.4590 3.5728 -0.015 -0.241 -0.087 -0.6899
S 1.4230 -1.6986 3.2610 -0.033 -0.666 0.669 2.5895
O 1.2786 -0.9129 2.1090 -0.277 1.014 -1.358 -0.9385
O 2.4853 -2.6158 3.3607 0.329 -0.299 0.220 -0.8728
O 1.3700 -0.7258 4.5031 -0.187 0.348 0.240 -0.6895
H 0.9976 -1.8343 6.1841 -0.139 -0.074 0.000 0.1957
H 0.1076 -0.3107 6.0485 -0.270 -0.010 -0.121 0.2165
H -1.4422 -1.3122 4.3947 0.100 0.044 -0.053 0.2010
H -1.0241 -2.7878 5.2828 0.089 -0.060 -0.035 0.2068
C -0.9839 1.5271 -4.2685 0.226 -0.234 0.228 -0.1099
C -1.7728 0.4074 -4.9389 -0.285 -0.023 -0.419 -0.0951
O -1.0099 -0.7940 -4.7746 0.021 0.090 0.096 -0.6865
S 0.4070 -0.4863 -4.1046 -0.514 0.266 0.088 2.5911
O 1.4274 -1.0547 -4.8676 0.801 -0.431 -0.636 -0.8636
O 0.2835 -0.7555 -2.7202 -0.126 0.061 0.866 -0.9367
O 0.3783 1.0769 -4.3503 -0.011 0.216 -0.228 -0.6763
H -1.2311 1.6571 -3.2152 -0.143 0.079 -0.016 0.2038
H -1.0509 2.4568 -4.8215 0.003 0.102 0.094 0.2136
H -1.8662 0.5857 -6.0105 0.039 -0.014 -0.005 0.1926
H -2.7671 0.2601 -4.5251 0.037 0.005 0.169 0.2030
C 4.4884 3.9506 -1.0162 0.618 0.733 -0.440 -0.1075
C 3.2810 4.8531 -0.9664 -0.823 -0.279 0.315 -0.0955
O 2.2066 3.9842 -1.4228 0.211 0.115 -0.048 -0.6945
S 2.5185 2.4747 -1.0278 0.425 0.413 -0.103 2.5745
O 2.5138 1.6909 -2.1921 -0.040 -0.361 -0.855 -0.8747
O 1.7249 2.0963 0.0793 -0.615 -0.415 0.759 -0.9145
O 4.0025 2.7131 -0.5114 0.030 -0.038 0.132 -0.6674
H 5.3109 4.3169 -0.4062 -0.124 -0.233 0.289 0.2172
H 4.8757 3.8537 -2.0341 -0.202 -0.272 -0.020 0.2006
H 3.2785 5.7215 -1.6150 0.205 -0.021 -0.070 0.2169
H 3.0266 5.1270 0.0592 0.197 0.184 -0.021 0.1964
C -4.4692 -2.4606 0.6493 -0.745 -0.120 0.709 -0.1175
C -3.4859 -3.4006 1.3815 -0.029 0.138 -0.143 -0.0966
O -2.2859 -2.6233 1.5361 0.082 0.001 0.444 -0.6814
S -2.5513 -1.1012 1.2044 -0.410 -1.246 -0.522 2.5911
O -1.4122 -0.6079 0.5692 1.353 0.906 -0.757 -0.9042
O -3.1373 -0.4130 2.2855 -0.331 0.283 0.973 -0.9188
O -3.6673 -1.4094 0.1253 -0.133 0.314 -0.425 -0.6756
H -5.1784 -2.0592 1.3806 0.116 0.172 -0.094 0.1945
H -5.0681 -2.8972 -0.1428 0.397 -0.144 -0.234 0.2201
H -3.2134 -4.2827 0.8093 0.004 -0.017 0.039 0.2148
H -3.8583 -3.6551 2.3714 -0.028 -0.184 -0.081 0.1992
```
Forces are in eV/Å.



No. 2
This record from OMol25 describes a 4-piece molecular cluster, C21H49BrO3S overall at a distorted geometry. The level of theory is ωB97M-V with the def2-TZVPD basis set.

Values from the calculation:
HOMO level: -0.377 Eh
DFT total energy: -109589.9197 eV
Frontier orbital gap: 10.684 eV
Molecular weight: 461.591 Da
2S+1: 1

Geometry as XYZ:
```
75
Properties=species:S:1:pos:R:3:forces:R:3:lowdin_charge:R:1
C 3.2859 1.0898 2.3646 -0.607 -0.173 0.745 -0.1455
C 1.7142 1.0711 1.8151 0.016 0.025 1.532 -0.6467
Br 1.6593 0.8704 -0.1977 0.021 0.197 1.300 0.6191
C 0.8809 2.4431 2.2223 2.123 0.327 -0.597 -0.2851
O -0.5336 2.3614 1.8273 -0.110 -0.927 1.030 -0.4212
S -1.5265 1.7616 3.0762 -0.305 -4.429 1.071 1.0158
O -1.1558 0.2726 3.4391 -0.834 5.209 -1.838 -0.4767
O -3.1209 1.6019 2.3995 3.302 -1.034 -1.028 -0.3056
H 3.6321 2.1802 2.6971 -0.719 -2.334 -1.034 0.0909
H 4.0239 0.5885 1.6067 -1.536 1.234 1.381 0.0730
H 3.3002 0.4256 3.3410 -0.032 1.378 -1.921 0.0865
H 1.1594 0.1286 2.2433 1.063 1.978 -0.979 0.0928
H 1.0513 2.7703 3.3508 -0.598 -1.105 -2.190 0.1063
H 1.3770 3.3135 1.5734 -1.406 -1.835 1.326 0.1492
H -3.0224 0.7919 1.7873 -0.370 1.449 1.164 0.0955
C -0.0910 -1.9857 -6.2984 0.053 -0.184 0.072 -0.1070
C -1.2884 -1.2518 -5.7130 -0.062 0.040 -0.078 -0.2742
C -1.2219 0.2641 -5.9051 -0.055 0.082 0.064 -0.2264
C -0.0404 0.9620 -5.2184 0.097 -0.101 -0.055 -0.2249
C 0.0534 0.7505 -3.7046 0.070 0.123 -0.103 -0.2851
C -1.1409 1.3061 -2.9458 -0.090 -0.079 0.246 -0.1180
H 0.8420 -1.6911 -5.8094 -0.058 -0.029 -0.077 0.0685
H -0.2073 -3.0662 -6.1639 0.081 0.096 -0.057 0.0574
H 0.0030 -1.7866 -7.3710 0.036 -0.006 0.103 0.0767
H -1.3880 -1.5019 -4.6508 -0.004 0.075 -0.068 0.0815
H -2.1961 -1.6255 -6.2019 0.039 0.060 0.095 0.1072
H -2.1599 0.7035 -5.5506 0.046 0.012 -0.014 0.1003
H -1.1740 0.4838 -6.9792 -0.009 -0.035 0.083 0.1090
H -0.1088 2.0379 -5.4236 0.005 -0.088 0.041 0.1096
H 0.8972 0.6285 -5.6779 -0.077 0.024 0.004 0.1007
H 0.9595 1.2503 -3.3407 -0.045 -0.092 -0.053 0.0864
H 0.1749 -0.3126 -3.4721 0.011 0.026 -0.047 0.0973
H -1.2553 2.3793 -3.1288 -0.035 -0.093 -0.001 0.0786
H -1.0046 1.1595 -1.8691 -0.071 0.077 -0.118 0.0382
H -2.0707 0.8054 -3.2319 0.056 0.076 0.007 0.0671
C -1.8188 -3.8122 -2.6867 -0.155 0.133 0.041 -0.1184
C -1.9375 -5.2757 -2.2878 0.109 -0.027 0.070 -0.2713
C -1.0883 -6.2091 -3.1519 -0.020 -0.112 -0.021 -0.2263
C -1.4577 -6.2431 -4.6409 -0.002 0.135 0.006 -0.2255
C -2.9073 -6.6314 -4.9457 0.157 0.022 -0.133 -0.2742
C -3.2609 -8.0373 -4.4886 -0.228 -0.086 0.047 -0.1173
H -2.1785 -3.6407 -3.7054 0.060 0.012 0.071 0.0572
H -2.4178 -3.1878 -2.0156 0.103 0.005 -0.111 0.0728
H -0.7792 -3.4738 -2.6256 -0.080 -0.007 -0.054 0.0773
H -2.9904 -5.5782 -2.3132 0.085 -0.028 -0.016 0.0999
H -1.6151 -5.3772 -1.2445 -0.063 -0.055 -0.103 0.1056
H -1.1496 -7.2212 -2.7388 0.017 0.025 -0.040 0.0997
H -0.0353 -5.9124 -3.0655 -0.093 -0.011 0.008 0.1098
H -0.7866 -6.9489 -5.1466 -0.075 0.051 0.034 0.1101
H -1.2551 -5.2636 -5.0891 0.009 -0.054 0.043 0.0878
H -3.0615 -6.5693 -6.0300 0.008 0.063 0.122 0.1052
H -3.6002 -5.9129 -4.4956 0.070 0.002 -0.019 0.0988
H -2.6081 -8.7779 -4.9616 -0.042 0.047 0.086 0.0757
H -4.2945 -8.2739 -4.7629 0.140 -0.056 0.062 0.0703
H -3.1750 -8.1436 -3.4031 0.009 -0.032 -0.107 0.0662
C 2.4076 7.1778 7.9487 -0.146 0.146 0.050 -0.1161
C 2.2888 5.7143 8.3476 0.102 -0.020 0.059 -0.2745
C 3.1381 4.7808 7.4835 -0.021 -0.129 -0.008 -0.2273
C 2.7687 4.7469 5.9946 -0.001 0.167 -0.019 -0.2233
C 1.3191 4.3586 5.6897 0.169 0.014 -0.026 -0.2732
C 0.9654 2.9527 6.1468 -0.241 -0.041 0.043 -0.1137
H 2.0479 7.3493 6.9300 0.062 0.021 0.079 0.0658
H 1.8086 7.8022 8.6198 0.108 -0.011 -0.121 0.0710
H 3.4472 7.5162 8.0098 -0.101 -0.018 -0.051 0.0762
H 1.2359 5.4118 8.3222 0.085 -0.030 -0.010 0.0994
H 2.6112 5.6128 9.3909 -0.065 -0.060 -0.111 0.1058
H 3.0768 3.7688 7.8967 0.020 0.025 -0.041 0.1007
H 4.1910 5.0776 7.5700 -0.100 -0.017 0.001 0.1104
H 3.4397 4.0411 5.4888 -0.059 0.032 0.030 0.1061
H 2.9712 5.7264 5.5463 0.007 -0.071 0.046 0.1023
H 1.1649 4.4207 4.6054 -0.003 0.156 0.107 0.0848
H 0.6261 5.0771 6.1398 0.067 -0.010 -0.049 0.1043
H 1.6183 2.2121 5.6738 -0.016 -0.006 0.093 0.0720
H -0.0682 2.7161 5.8726 0.117 -0.080 0.073 0.0622
H 1.0514 2.8464 7.2324 0.010 -0.041 -0.133 0.0724
```
Forces are in eV/Å.



No. 3
This record from OMol25 describes an isolated ion of composition C4H8N3 and charge +1 at a distorted geometry. The level of theory is ωB97M-V with the def2-TZVPD basis set.

Values from the calculation:
Charge: +1
Relative energy (zero: lowest compared OMol25 entry of this formula, charge and spin): 3.4337 eV
HOMO level: -0.540 Eh
DFT total energy: -8739.3480 eV
Frontier orbital gap: 10.578 eV
Molecular weight: 98.129 Da
2S+1: 1

Geometry as XYZ:
```
15
Properties=species:S:1:pos:R:3:forces:R:3:nbo_charge:R:1
C -2.4570 0.9882 -0.2063 0.342 0.133 -2.378 0.0835
N -1.4380 0.5777 0.3955 -0.604 0.400 1.768 -0.3999
C -0.1739 0.3526 0.0882 0.047 -3.980 -0.660 0.6435
N -0.0039 -0.9038 -0.6387 0.326 2.672 -0.017 -0.4329
C -0.4939 -2.0258 -0.3613 -0.867 1.034 2.036 0.0714
N 0.9040 0.9655 0.4807 0.509 1.060 -0.051 -0.5013
C 2.2480 0.3862 0.2597 1.200 0.284 1.510 -0.4309
H -2.2250 1.3219 -1.2299 -0.752 0.312 0.156 0.1840
H -3.5289 0.9285 0.0609 0.973 -0.004 0.704 0.2364
H -1.0248 -2.2890 0.5622 0.129 0.419 0.094 0.1802
H -0.4633 -2.8043 -1.0447 0.505 -1.294 -1.550 0.2011
H 0.8536 1.8856 0.9474 -0.197 -0.841 -0.513 0.4452
H 2.1720 -0.6862 0.3416 0.012 -0.254 0.490 0.2307
H 2.6676 0.5118 -0.7382 -0.279 0.757 0.025 0.2414
H 2.9635 0.7911 1.0828 -1.344 -0.698 -1.616 0.2475
```
Forces are in eV/Å.